1.
Entry from OMol25: 2 unconnected molecules or ions with the total composition C22H23N7O2 in a non-equilibrium geometry (ωB97M-V/def2-TZVPD).

```
! wB97M-V def2-TZVPD RIJCOSX def2/J DEFGRID3
* xyz 0 1
C -5.424 -2.860 -0.864
C -5.856 -1.547 -0.663
C -5.009 -0.612 -0.058
C -3.710 -0.972 0.353
C -2.801 0.015 0.977
N -3.219 1.269 1.182
C -2.399 2.167 1.726
N -2.975 3.417 1.943
C -2.696 4.369 2.897
N -3.508 5.384 2.764
N -4.381 5.092 1.751
C -4.075 3.909 1.281
C -1.075 1.826 2.042
C -0.077 2.709 2.517
C 1.201 2.239 2.837
C 1.515 0.891 2.663
C 0.550 0.027 2.144
C -0.726 0.490 1.829
N -1.575 -0.382 1.313
C -3.294 -2.304 0.142
C -4.143 -3.239 -0.459
H -6.082 -3.585 -1.336
H -6.852 -1.250 -0.978
H -5.366 0.404 0.090
H -1.940 4.303 3.673
H -4.606 3.407 0.478
H -0.240 3.775 2.620
H 1.955 2.925 3.213
H 2.504 0.519 2.915
H 0.770 -1.023 1.973
H -2.299 -2.625 0.442
H -3.800 -4.258 -0.614
C 2.082 -0.446 -3.407
N 1.441 -1.257 -2.374
C 1.962 -1.973 -1.367
O 1.177 -2.670 -0.734
C 3.464 -1.973 -0.948
C 3.638 -1.881 0.576
N 4.340 -0.956 -1.538
C 5.141 -1.162 -2.583
C 6.041 -0.015 -2.977
O 5.163 -2.206 -3.220
H 2.809 -1.048 -3.956
H 1.326 -0.097 -4.113
H 2.570 0.422 -2.965
H 0.444 -1.385 -2.462
H 3.840 -2.952 -1.250
H 4.692 -1.985 0.838
H 3.266 -0.921 0.933
H 3.081 -2.683 1.062
H 4.379 -0.059 -1.085
H 5.441 0.872 -3.172
H 6.749 0.180 -2.174
H 6.587 -0.289 -3.880
*
```

Summary:
- SMILES string: c1ccc(-c2nc(-n3cnnc3)c3ccccc3n2)cc1.CNC(=O)[C@H](C)NC(C)=O
- Gap between HOMO and LUMO: 7.95 eV

2.
Entry from OMol25: a gas-phase ion, C4H10NS (charge +1) in a non-equilibrium geometry (ωB97M-V/def2-TZVPD).

```
! wB97M-V def2-TZVPD RIJCOSX def2/J DEFGRID3
* xyz 1 3
C 1.634 -0.525 -0.011
C 0.573 0.342 0.168
C -0.165 -1.566 -1.570
C -1.420 2.094 1.327
N 0.302 -1.142 -0.164
S 0.097 1.200 1.899
H 2.200 -0.593 -1.009
H 2.293 -0.845 0.795
H 0.152 0.967 -0.533
H 0.455 -0.910 -2.103
H 0.137 -2.560 -1.753
H -1.202 -1.283 -1.604
H -1.155 3.149 1.419
H -2.183 1.841 2.087
H -1.796 1.587 0.512
H 0.079 -1.755 0.542
*
```

Summary:
- Gap between HOMO and LUMO (alpha / beta): 6.70 / 8.54 eV

3.
Entry from OMol25: a molecular structure, C14H8NO5Rb in a non-equilibrium geometry (ωB97M-V/def2-TZVPD).

```
! wB97M-V def2-TZVPD RIJCOSX def2/J DEFGRID3
* xyz 0 1
Rb -22.405 5.565 0.478
N -24.648 5.009 -2.175
O -24.046 4.121 -1.477
O -24.918 4.742 -3.353
O -24.878 6.119 -1.631
C -22.080 0.293 4.676
C -23.117 -0.161 5.500
C -24.399 0.303 5.302
C -24.714 1.240 4.344
C -23.672 1.769 3.559
C -22.388 1.274 3.745
C -23.939 2.818 2.546
O -23.076 3.406 1.921
C -25.364 3.183 2.306
C -25.651 4.041 1.249
C -26.949 4.363 0.909
C -27.989 3.853 1.703
C -27.720 2.996 2.759
C -26.402 2.640 3.060
C -26.117 1.700 4.171
O -27.010 1.302 4.896
H -21.074 -0.071 4.814
H -22.951 -0.941 6.232
H -25.215 -0.047 5.925
H -21.567 1.714 3.187
H -24.826 4.392 0.643
H -27.220 5.007 0.085
H -29.009 4.131 1.476
H -28.520 2.527 3.314
*
```

Summary:
- Gap between HOMO and LUMO: 6.80 eV

4.
Entry from OMol25: a molecular structure, C5H7NO (ωB97M-V/def2-TZVPD).

```
! wB97M-V def2-TZVPD RIJCOSX def2/J DEFGRID3
* xyz 0 1
C -1.896 0.512 -0.195
C 0.043 -0.706 0.947
C -0.688 -0.372 -0.195
C 2.160 0.450 -1.188
O -0.427 -0.562 2.197
N 1.332 -1.029 0.697
C 1.487 -0.332 -0.380
H 0.313 -0.674 2.811
H -0.592 -1.067 -1.021
H -1.852 1.250 0.607
H -1.966 1.046 -1.146
H -2.821 -0.064 -0.081
H 3.147 0.801 -0.905
H 1.760 0.746 -2.147
*
```

Summary:
- Gap between HOMO and LUMO: 9.26 eV

5.
Entry from OMol25: a single C5H5NS molecule in a non-equilibrium geometry (ωB97M-V/def2-TZVPD).

```
! wB97M-V def2-TZVPD RIJCOSX def2/J DEFGRID3
* xyz 0 1
C 0.484 -0.750 0.808
C 1.664 -1.076 1.404
C -0.094 0.473 0.555
C 2.817 1.074 1.946
C -0.865 0.885 -0.653
N 2.604 -0.123 1.793
S 3.348 2.465 2.352
H -0.011 -1.714 0.660
H 1.853 -2.187 1.666
H -1.935 0.984 -0.279
H -0.741 0.322 -1.501
H -0.593 1.901 -0.793
*
```

Summary:
- Gap between HOMO and LUMO (alpha / beta): 6.93 / 7.32 eV

6.
Entry from OMol25: a molecular structure, C38H30FeN2O2S (ωB97M-V/def2-TZVPD).

```
! wB97M-V def2-TZVPD RIJCOSX def2/J DEFGRID3
* xyz -2 5
Fe 0.024 -0.012 -0.087
C 6.349 1.560 -2.050
C 5.410 1.495 -0.839
C 5.167 0.024 -0.503
C 6.098 2.158 0.363
C 4.109 2.243 -1.145
C 4.161 3.569 -1.597
C 2.995 4.265 -1.884
C 1.770 3.649 -1.715
S 0.172 4.266 -2.018
C -0.530 2.715 -1.501
N 0.417 1.808 -1.114
C 1.681 2.325 -1.242
C 2.875 1.634 -0.971
C -1.921 2.523 -1.587
C -2.730 3.470 -2.285
C -4.092 3.320 -2.399
C -4.743 2.221 -1.824
C -3.981 1.293 -1.127
C -2.600 1.413 -0.979
H 7.252 0.974 -1.855
H 6.650 2.585 -2.275
H 5.862 1.152 -2.938
H 6.127 -0.473 -0.337
H 4.658 -0.499 -1.313
H 4.561 -0.116 0.391
H 7.044 1.655 0.585
H 5.464 2.099 1.249
H 6.305 3.213 0.168
H 5.115 4.071 -1.710
H 3.051 5.290 -2.235
H 2.805 0.626 -0.597
H -2.256 4.319 -2.764
H -4.661 4.061 -2.952
H -5.817 2.105 -1.902
H -4.456 0.448 -0.641
O 3.080 -2.737 -0.010
C 2.060 -2.067 -0.150
O 1.744 -0.985 0.444
C 1.031 -2.558 -1.176
C 1.041 -3.862 -1.654
C 0.038 -4.242 -2.529
C -0.923 -3.317 -2.914
C -0.848 -2.030 -2.400
N 0.108 -1.675 -1.546
H 1.819 -4.530 -1.313
H -0.001 -5.258 -2.904
H -1.728 -3.578 -3.587
H -1.575 -1.265 -2.649
C -1.894 0.466 -0.155
C -1.995 -0.461 0.712
C -2.511 -1.107 1.874
C -3.323 -0.311 2.772
C -4.316 -0.839 3.632
C -5.114 -0.029 4.422
C -4.976 1.355 4.411
C -4.010 1.902 3.569
C -3.209 1.100 2.778
C -2.237 -2.509 2.068
C -1.782 -3.311 0.991
C -1.504 -4.657 1.126
C -1.649 -5.308 2.349
C -2.052 -4.539 3.437
C -2.325 -3.188 3.311
H -4.486 -1.907 3.648
H -5.872 -0.492 5.047
H -5.612 1.988 5.019
H -3.876 2.978 3.526
H -2.474 1.556 2.128
H -1.656 -2.834 0.029
H -1.165 -5.208 0.254
H -1.446 -6.367 2.453
H -2.128 -4.997 4.419
H -2.573 -2.626 4.201
*
```

Summary:
- Gap between HOMO and LUMO (alpha / beta): 3.85 / 4.20 eV

7.
Entry from OMol25: a gas-phase ion, C12H23N4O2 (charge +1) in a non-equilibrium geometry (ωB97M-V/def2-TZVPD).

```
! wB97M-V def2-TZVPD RIJCOSX def2/J DEFGRID3
* xyz 1 1
C 3.305 -0.706 2.895
C 2.813 0.458 2.042
C 3.711 0.644 0.810
C 3.005 1.150 -0.443
C 2.374 0.058 -1.284
N 1.296 -0.673 -0.627
N 1.292 -2.019 -0.449
C 0.182 -2.323 0.207
N -0.544 -1.266 0.450
C 0.145 -0.238 -0.079
N -0.286 1.011 -0.064
C -1.536 1.435 0.572
C -2.614 1.814 -0.458
C -3.864 0.928 -0.362
C -3.805 -0.122 -1.437
O -4.896 -1.037 -1.303
C -4.702 -2.114 -2.134
O -4.901 -2.081 -3.336
H 4.255 -0.437 3.334
H 3.455 -1.599 2.304
H 2.630 -0.908 3.715
H 1.767 0.322 1.789
H 2.872 1.337 2.670
H 4.258 -0.273 0.616
H 4.458 1.382 1.067
H 2.322 1.942 -0.160
H 3.743 1.615 -1.083
H 2.010 0.455 -2.223
H 3.154 -0.645 -1.530
H 2.002 -2.665 -0.747
H -0.101 -3.313 0.491
H 0.254 1.725 -0.515
H -1.891 0.659 1.224
H -1.284 2.315 1.142
H -2.206 1.708 -1.457
H -2.896 2.850 -0.354
H -4.769 1.506 -0.503
H -3.947 0.470 0.611
H -3.823 0.345 -2.417
H -2.865 -0.678 -1.342
H -4.376 -3.031 -1.629
*
```

Summary:
- SMILES string: CCCCCn1[nH]cn/c1=[NH+]\CCCCOC=O
- Gap between HOMO and LUMO: 10.13 eV

8.
Entry from OMol25: a single C3H8N2O2 molecule in a non-equilibrium geometry (ωB97M-V/def2-TZVPD).

```
! wB97M-V def2-TZVPD RIJCOSX def2/J DEFGRID3
* xyz 0 1
H -0.600 2.527 1.104
N 0.226 2.257 0.558
C 0.133 0.995 0.354
N 1.082 0.253 -0.252
C 0.749 -0.314 -1.611
O -0.200 -1.338 -1.574
O -0.998 0.355 0.756
C -0.852 -0.871 1.488
H 1.898 0.851 -0.352
H 0.416 0.500 -2.261
H 1.679 -0.733 -2.002
H -1.020 -0.917 -1.266
H 0.181 -1.078 1.783
H -1.457 -0.795 2.396
H -1.237 -1.693 0.880
*
```

Summary:
- SMILES string: [H]/N=C(/NCO)OC
- Gap between HOMO and LUMO: 10.38 eV

9.
Entry from OMol25: 2 unconnected molecules or ions with the total composition C5H10O2 (ωB97M-V/def2-TZVPD).

```
! wB97M-V def2-TZVPD RIJCOSX def2/J DEFGRID3
* xyz 0 1
C -0.988 -1.093 -1.230
C 0.028 -1.103 -0.094
O 1.338 -1.034 -0.624
C 2.084 0.012 0.001
C 1.101 0.739 0.871
C -0.060 0.097 0.820
O -1.195 0.414 1.491
H -0.778 -1.919 -1.916
H -0.922 -0.154 -1.788
H -2.015 -1.221 -0.864
H -0.091 -2.033 0.490
H 2.520 0.649 -0.781
H 2.916 -0.426 0.573
H 1.324 1.630 1.444
H -1.929 -0.110 1.147
H -1.741 3.168 -0.025
H -1.674 2.549 0.380
*
```

Summary:
- SMILES string: C[C@H]1OCC=C1O.[H][H]
- Gap between HOMO and LUMO: 9.51 eV

10.
Entry from OMol25: a single C4H10N2O molecule in a non-equilibrium geometry (ωB97M-V/def2-TZVPD).

```
! wB97M-V def2-TZVPD RIJCOSX def2/J DEFGRID3
* xyz 0 1
C 0.498 0.411 -2.069
N 0.551 0.206 -0.608
C 1.794 0.659 0.002
C -0.591 -0.405 -0.147
O -1.152 -1.318 -0.699
C -1.242 0.267 1.111
N -0.399 -0.022 2.355
H -0.117 -0.291 -2.615
H 1.511 0.263 -2.474
H 0.344 1.470 -2.303
H 2.292 -0.237 0.392
H 2.326 1.289 -0.695
H 1.605 1.210 0.928
H -2.219 -0.089 1.421
H -1.100 1.331 0.914
H 0.319 0.671 2.390
H 0.008 -0.938 2.206
*
```

Summary:
- SMILES string: CN(C)C(=O)CN
- Gap between HOMO and LUMO: 9.57 eV

11.
Entry from OMol25: a single C20H30N2O2S molecule (ωB97M-V/def2-TZVPD).

```
! wB97M-V def2-TZVPD RIJCOSX def2/J DEFGRID3
* xyz 0 1
C -6.777 -2.605 0.195
C -5.818 -1.464 0.069
C -5.480 -0.950 -1.178
C -4.616 0.120 -1.287
C -4.047 0.700 -0.153
C -3.126 1.846 -0.360
O -3.209 2.537 -1.352
C -2.074 2.087 0.717
C -1.231 3.331 0.414
C -0.265 3.093 -0.748
N 0.559 1.929 -0.485
C 1.782 2.079 0.086
S 2.539 3.558 0.136
N 2.384 0.992 0.627
C 3.793 0.978 0.941
C 4.675 0.795 -0.303
C 4.104 -0.272 -1.250
O 3.546 -1.392 -0.587
C 4.347 -2.559 -0.506
C 3.416 -3.682 -0.057
C 5.526 -2.414 0.457
C -0.257 0.741 -0.362
C -1.165 0.857 0.865
C -4.391 0.190 1.098
C -5.266 -0.873 1.201
H -6.558 -3.204 1.076
H -6.742 -3.242 -0.686
H -7.794 -2.223 0.292
H -5.904 -1.391 -2.069
H -4.359 0.524 -2.255
H -2.611 2.251 1.658
H -1.886 4.166 0.163
H -0.653 3.598 1.301
H 0.385 3.958 -0.878
H -0.822 2.921 -1.671
H 2.045 0.076 0.369
H 3.953 0.152 1.637
H 4.046 1.920 1.432
H 4.723 1.736 -0.852
H 5.682 0.539 0.024
H 4.872 -0.591 -1.964
H 3.279 0.170 -1.821
H 4.737 -2.790 -1.512
H 3.949 -4.628 -0.043
H 3.039 -3.470 0.940
H 2.572 -3.759 -0.738
H 6.233 -1.669 0.100
H 5.170 -2.118 1.441
H 6.045 -3.365 0.543
H 0.349 -0.164 -0.309
H -0.872 0.674 -1.266
H -1.758 -0.052 0.975
H -0.542 0.976 1.755
H -3.998 0.634 2.001
H -5.530 -1.252 2.178
*
```

Summary:
- SMILES string: Cc1ccc(C(=O)C2CCN(C(=S)NCCCOC(C)C)CC2)cc1
- Gap between HOMO and LUMO: 8.05 eV

12.
Entry from OMol25: a molecular structure, C2H7N3 in a non-equilibrium geometry (ωB97M-V/def2-TZVPD).

```
! wB97M-V def2-TZVPD RIJCOSX def2/J DEFGRID3
* xyz 2 1
C 1.370 -0.097 -0.296
C -0.812 0.737 -0.270
N 2.286 -0.945 -0.009
N -2.675 0.360 0.127
N 0.023 -0.190 0.042
H 1.538 0.778 -1.020
H -0.955 1.535 -0.997
H 3.150 -0.745 -0.538
H 2.243 -1.913 0.350
H -2.981 1.122 -0.431
H -3.081 0.201 1.035
H -0.499 -1.038 0.393
*
```

Summary:
- Gap between HOMO and LUMO (alpha / beta): 8.01 / 8.02 eV

13.
Entry from OMol25: a molecular structure, C5H8N2 in a non-equilibrium geometry (ωB97M-V/def2-TZVPD).

```
! wB97M-V def2-TZVPD RIJCOSX def2/J DEFGRID3
* xyz 0 1
C 1.301 -0.483 -0.860
C 0.687 0.302 0.282
C -0.692 1.796 -0.133
N -1.572 0.673 -0.030
C -0.709 -0.198 0.758
C -0.951 -1.647 0.586
N -1.111 -2.781 0.425
H 0.603 -0.559 -1.703
H 2.220 -0.012 -1.220
H 1.537 -1.501 -0.530
H 1.390 0.513 1.091
H 0.458 1.378 -0.419
H -0.558 2.207 0.879
H -1.760 0.281 -0.949
H -0.844 0.032 1.823
*
```

Summary:
- Gap between HOMO and LUMO: 9.30 eV

14.
Entry from OMol25: a single C2H4N2S molecule in a non-equilibrium geometry (ωB97M-V/def2-TZVPD).

```
! wB97M-V def2-TZVPD RIJCOSX def2/J DEFGRID3
* xyz 0 1
C -2.402 -0.439 -0.020
N -1.137 -0.410 0.103
N -0.583 0.780 -0.036
C 0.751 0.831 0.010
S 1.742 -0.468 -0.020
H -3.061 0.474 -0.213
H -2.913 -1.379 -0.032
H -1.118 1.627 0.016
H 1.174 1.817 0.147
*
```

Summary:
- SMILES string: C=NNC=S
- Gap between HOMO and LUMO: 8.47 eV

15.
Entry from OMol25: a molecular structure, C39H40I2N7O11 in a non-equilibrium geometry (ωB97M-V/def2-TZVPD).

```
! wB97M-V def2-TZVPD RIJCOSX def2/J DEFGRID3
* xyz -1 1
C -2.030 2.680 0.831
C -0.567 2.507 1.131
O -0.120 2.528 2.259
N 0.230 2.325 -0.014
C 0.341 0.916 -0.445
C 1.135 0.782 -1.744
C 0.315 0.555 -3.028
C 0.322 1.745 -3.976
N -0.229 2.920 -3.361
C -0.075 4.013 -3.977
I -1.859 4.412 -5.587
C 0.860 4.965 -3.926
C 1.993 4.893 -2.937
I 0.949 6.690 -5.106
H -2.173 3.485 0.113
H -2.425 1.772 0.372
H -2.572 2.889 1.750
H 1.159 2.655 0.235
H -0.676 0.544 -0.594
H 0.804 0.326 0.355
H 1.725 1.693 -1.870
H 1.855 -0.024 -1.621
H -0.724 0.324 -2.780
H 0.736 -0.297 -3.568
H -0.266 1.477 -4.872
H 1.354 1.918 -4.331
H 1.727 4.182 -2.154
H 2.177 5.866 -2.478
H 2.924 4.567 -3.408
C -3.389 -0.948 5.316
C -4.753 -1.187 5.202
C -5.439 -0.783 4.069
C -4.728 -0.147 3.065
C -3.372 0.108 3.153
C -2.706 -0.300 4.297
N -5.450 0.264 1.842
O -6.652 0.071 1.799
O -4.795 0.748 0.945
H -2.861 -1.261 6.206
H -5.285 -1.685 6.001
H -6.498 -0.951 3.951
H -2.852 0.610 2.353
H -1.645 -0.106 4.383
C 0.956 1.304 -9.075
C 2.285 1.076 -9.410
C 3.290 1.766 -8.756
C 2.933 2.671 -7.770
C 1.618 2.925 -7.421
C 0.623 2.225 -8.093
N 4.022 3.377 -7.060
O 5.166 3.160 -7.428
O 3.722 4.122 -6.157
H 0.172 0.758 -9.584
H 2.541 0.359 -10.179
H 4.333 1.613 -8.987
H 1.368 3.643 -6.648
H -0.412 2.403 -7.831
C -5.775 -4.701 -0.727
C -4.574 -5.315 -1.058
C -3.372 -4.774 -0.628
C -3.413 -3.622 0.133
C -4.593 -2.991 0.474
C -5.786 -3.541 0.035
N -2.140 -3.030 0.601
O -1.107 -3.578 0.274
O -2.213 -2.030 1.284
H -6.709 -5.128 -1.070
H -4.569 -6.216 -1.656
H -2.421 -5.221 -0.874
H -4.564 -2.089 1.065
H -6.719 -3.056 0.286
C 1.981 -0.050 10.486
C 1.460 1.133 9.980
C 0.233 1.134 9.335
C -0.443 -0.066 9.218
C 0.053 -1.259 9.709
C 1.282 -1.242 10.349
N -1.754 -0.070 8.537
O -2.165 0.981 8.097
O -2.344 -1.132 8.452
H 2.939 -0.043 10.989
H 2.008 2.059 10.083
H -0.198 2.036 8.926
H -0.515 -2.168 9.585
H 1.692 -2.162 10.741
C 6.080 -4.704 -0.535
C 5.722 -3.722 0.379
C 5.178 -2.525 -0.061
C 5.005 -2.346 -1.420
C 5.353 -3.305 -2.352
C 5.898 -4.495 -1.896
N 4.413 -1.076 -1.898
O 4.134 -0.241 -1.063
O 4.237 -0.955 -3.092
H 6.500 -5.637 -0.185
H 5.862 -3.886 1.438
H 4.887 -1.741 0.621
H 5.196 -3.111 -3.402
H 6.178 -5.261 -2.607
*
```

Summary:
- Gap between HOMO and LUMO: 4.20 eV